The following is a quantum chemistry calculation of C7H14CoPS as an isolated structure, from the Open Molecules 2025 dataset.

The expectation value of S² is 3.7651. Its spin multiplicity is 4. The lowest unoccupied orbital energy (alpha / beta) comes out at 3.051 / 2.851 eV. Its strongest force on any atom is 2.3 eV/Å. The calculated total energy comes out at -2397.25691 hartree. As for the total charge: -1. For the HOMO-LUMO gap (alpha / beta), the calculation gives 4.046 / 5.583 eV.

Structure (XYZ):
```
24
C7H14CoPS, DFT ωB97M-V/def2-TZVPD
C 0.03797 -0.48892 -1.75566
C -0.83688 -1.35610 -2.49039
C -0.45707 -2.69449 -2.18397
C 0.74269 -2.67098 -1.41000
C 1.01528 -1.30044 -1.07159
Co 0.37560 0.77806 1.32317
P -0.28406 2.71272 0.57947
H -0.00853 0.59519 -1.70201
H -1.64833 -1.04237 -3.13722
H -0.95304 -3.60019 -2.53472
H 1.83723 -0.91532 -0.45845
H 1.31871 -3.52747 -1.07016
H -1.43232 3.34187 1.16701
H -0.63130 2.86413 -0.81636
H 0.63313 3.80819 0.70105
C 0.34448 -2.40055 2.14819
S -0.70636 -0.93227 2.08627
C -0.03035 -0.03596 3.50150
H 0.45808 -2.78635 1.13293
H -0.20143 -3.12129 2.76791
H 1.31649 -2.15080 2.58789
H -0.87192 0.23825 4.14982
H 0.66657 -0.67421 4.05442
H 0.49506 0.89602 3.11038
```



The following is a quantum chemistry calculation of a 2-piece molecular cluster, C7H14F3IO2Si overall, from the Open Molecules 2025 dataset.

Its spin multiplicity is 1. The lowest unoccupied orbital energy comes out at 0.438 eV. Its strongest force on any atom is 2.5 eV/Å. The calculated total energy comes out at -1312.41325 hartree. As for the total charge: 0. For the HOMO-LUMO gap, the calculation gives 10.164 eV.

Structure (XYZ):
```
28
C7H14F3IO2Si, DFT ωB97M-V/def2-TZVPD
F -4.36570 -0.94766 0.79931
C -3.61870 -1.92629 0.17345
F -3.29468 -2.88657 1.15660
F -4.37798 -2.60442 -0.79171
C -2.27108 -1.43130 -0.48349
C -2.23175 0.13250 -0.83282
Si -2.60433 0.31174 -2.70231
I -3.78330 2.37994 -3.34139
H -2.18536 -1.98633 -1.47915
H -1.37224 -1.73206 0.13910
H -1.14236 0.45565 -0.69251
H -2.86237 0.77331 -0.15250
H -1.34541 0.19547 -3.46576
H -3.42338 -0.86278 -3.08136
C 2.56960 -0.51741 2.26691
C 2.25261 -0.39474 0.79115
O 1.60189 0.85057 0.50422
C 2.24592 2.00450 0.24562
C 3.71043 2.10760 0.57282
O 1.63360 2.95684 -0.16505
H 3.26531 0.25805 2.59410
H 3.01074 -1.49171 2.48556
H 1.66190 -0.40144 2.86278
H 3.13239 -0.53167 0.15952
H 1.54618 -1.17834 0.50966
H 3.82582 2.49258 1.58725
H 4.17042 2.80504 -0.12931
H 4.25181 1.16891 0.46931
```



The following is a quantum chemistry calculation of C7H14HfN3OS4Sb as an isolated structure, from the Open Molecules 2025 dataset.

The expectation value of S² is 0.7581. Its spin multiplicity is 2. The lowest unoccupied orbital energy (alpha / beta) comes out at -3.429 / -5.780 eV. Its strongest force on any atom is 0.9 eV/Å. The calculated total energy comes out at -2395.65040 hartree. As for the total charge: +1. For the HOMO-LUMO gap (alpha / beta), the calculation gives 8.776 / 6.179 eV.

Structure (XYZ):
```
31
C7H14HfN3OS4Sb, DFT ωB97M-V/def2-TZVPD
Hf 0.39244 0.48082 0.18130
C -0.80974 -2.72299 0.15448
C -1.50878 -1.97630 1.26912
N -1.65075 -0.54207 0.94055
C -2.81378 -0.19769 0.07824
C -2.65066 -0.54415 -1.39296
S -1.05543 -0.07110 -2.16703
C -0.42468 -1.67967 -2.72020
C 0.61667 -2.28768 -1.78252
N 0.34696 -1.96071 -0.36866
H -1.49281 -2.91335 -0.66968
H -0.49004 -3.70008 0.51699
H -0.92388 -2.04153 2.18264
H -2.48330 -2.42398 1.46728
H -1.81405 -0.05553 1.81796
H -2.96087 0.86813 0.18069
H -3.71211 -0.69779 0.44657
H -3.43509 -0.03129 -1.94656
H -2.77540 -1.60673 -1.58286
H 0.01234 -1.52179 -3.70576
H -1.29697 -2.31652 -2.86471
H 1.59724 -1.89519 -2.01873
H 0.64596 -3.36916 -1.93243
H 1.17067 -2.20710 0.16983
S 1.89627 2.41962 1.45692
Sb 3.40148 0.52502 1.28461
S 2.61075 0.29402 -0.99239
S 1.44672 -0.50348 2.29177
O -1.03806 4.43509 0.37756
C -0.97600 3.28576 0.22739
N -0.90219 2.07886 0.08099
```



The following is a quantum chemistry calculation of an isolated ion of composition C7H14N and charge +1, from the Open Molecules 2025 dataset.

The energy above the lowest of the compared OMol25 structures with the same formula, charge and spin comes out at 60.5 kcal/mol. Its spin multiplicity is 1. The lowest unoccupied orbital energy comes out at -3.427 eV. Its strongest force on any atom is 7.0 eV/Å. The calculated total energy comes out at -329.51107 hartree. As for the total charge: +1. For the HOMO-LUMO gap, the calculation gives 9.617 eV.

Structure (XYZ):
```
22
C7H14N, DFT ωB97M-V/def2-TZVPD
C 1.98438 -0.87186 -2.33150
C 0.72492 -0.51701 -1.71601
C 0.57309 0.61090 -0.73281
C 0.50061 1.92746 -1.12402
C 0.39220 0.41044 0.75533
C -0.99812 0.28113 1.23911
C -1.04195 -0.30939 2.68726
N -1.57411 -1.11833 0.51202
H 2.13723 -1.70842 -3.01049
H 2.76250 -0.07285 -2.11462
H -0.11804 -1.13762 -2.03296
H 0.54412 2.27237 -2.12732
H 0.61851 2.67573 -0.33383
H 1.07076 -0.42791 1.03450
H 0.90083 1.22231 1.30514
H -1.63494 0.97469 0.87529
H -0.27026 -1.07268 2.86068
H -2.08441 -0.52512 2.95119
H -0.87427 0.53181 3.38604
H -2.39120 -1.66594 0.95744
H -1.79133 -0.70092 -0.52128
H -0.66147 -1.72712 0.52200
```



The following is a quantum chemistry calculation of an isolated ion of composition C7H14N and charge +1, from the Open Molecules 2025 dataset.

The energy above the lowest of the compared OMol25 structures with the same formula, charge and spin comes out at 61.4 kcal/mol. Its spin multiplicity is 1. The lowest unoccupied orbital energy comes out at -4.772 eV. Its strongest force on any atom is 6.0 eV/Å. The calculated total energy comes out at -329.50973 hartree. As for the total charge: +1. For the HOMO-LUMO gap, the calculation gives 10.150 eV.

Structure (XYZ):
```
22
C7H14N, DFT ωB97M-V/def2-TZVPD
C 2.62726 1.70684 0.76504
N 1.39631 1.68054 0.90111
C 0.22374 1.36419 0.91019
C -0.71055 0.65546 -0.29228
C -2.16563 0.90778 -0.09674
C -0.37870 -0.79724 -0.45646
C -0.00012 -1.44280 0.98698
C 0.78366 -1.16629 -1.46483
H 3.18540 2.62561 0.47542
H 3.22463 0.87903 0.95790
H -0.31191 1.50360 1.84298
H -0.37189 1.35842 -1.19993
H -2.43513 0.45956 0.93560
H -2.63485 1.89543 -0.03667
H -2.61714 0.34663 -0.80526
H -1.33028 -1.15457 -0.81842
H 0.93401 -1.12287 1.43267
H -0.82291 -1.39909 1.82439
H 0.07252 -2.43645 0.81342
H 0.40848 -1.89803 -2.15107
H 1.70220 -1.49498 -0.95794
H 0.89515 -0.29240 -2.20708
```



The following is a quantum chemistry calculation of a 2-piece molecular cluster, C7H14N overall, from the Open Molecules 2025 dataset.

The energy above the lowest of the compared OMol25 structures with the same formula, charge and spin comes out at 143.4 kcal/mol. Its spin multiplicity is 1. The lowest unoccupied orbital energy comes out at -8.123 eV. Its strongest force on any atom is 5.1 eV/Å. The calculated total energy comes out at -329.37899 hartree. As for the total charge: +1. For the HOMO-LUMO gap, the calculation gives 4.809 eV.

Structure (XYZ):
```
22
C7H14N, DFT ωB97M-V/def2-TZVPD
C 1.68476 0.98057 -0.59947
C 0.84075 0.10972 -1.49122
C -0.23708 -0.56956 -0.69451
C -1.54303 -0.39624 -0.96617
C 0.26260 -1.54888 0.35482
C -0.39425 -1.58279 1.69661
C -0.36876 -0.48809 2.49649
N -0.40194 2.54433 -0.58390
H 2.20861 1.67950 -1.26983
H 2.14378 0.41838 0.21755
H 0.44802 0.72784 -2.34606
H 1.38097 -0.83163 -1.90535
H -1.96046 0.34038 -1.70130
H -2.27530 -1.01928 -0.50823
H 0.27220 -2.54498 -0.15949
H 1.32339 -1.28872 0.50576
H -0.80271 -2.47164 2.14312
H 0.04645 0.34737 1.99540
H -0.76147 -0.37660 3.48425
H 0.56471 1.94530 -0.46486
H -0.58620 3.31461 -1.24760
H -0.73786 2.81024 0.34428
```



The following is a quantum chemistry calculation of a 2-piece molecular cluster, C7H14N2 overall, from the Open Molecules 2025 dataset.

The energy above the lowest of the compared OMol25 structures with the same formula, charge and spin comes out at 20.5 kcal/mol. Its spin multiplicity is 1. The lowest unoccupied orbital energy comes out at 0.802 eV. Its strongest force on any atom is 2.8 eV/Å. The calculated total energy comes out at -384.59915 hartree. As for the total charge: 0. For the HOMO-LUMO gap, the calculation gives 9.195 eV.

Structure (XYZ):
```
23
C7H14N2, DFT ωB97M-V/def2-TZVPD
C -1.53103 -2.99682 -0.94904
C -1.92949 -1.57805 -0.96013
C -1.18329 -0.45866 -0.58909
N -1.89671 0.62955 -0.96653
C -3.02106 0.18078 -1.62057
N -3.04569 -1.11760 -1.60270
H -0.46710 -3.12992 -0.73441
H -1.74705 -3.57830 -1.85825
H -2.06582 -3.62001 -0.22599
H -0.31112 -0.47926 0.01290
H -1.44981 1.50939 -0.78689
H -3.60921 0.90465 -2.15813
C 2.19159 1.73231 -0.06331
C 1.92441 0.65120 1.02035
C 1.80569 1.23073 2.39304
H 2.68258 1.19244 -0.86877
H 2.97575 2.40657 0.30597
H 1.41132 2.43579 -0.30911
H 1.11278 0.02215 0.67660
H 2.73102 -0.06980 0.81448
H 2.77188 1.65837 2.70526
H 1.02811 1.98056 2.58006
H 1.62223 0.49392 3.18427
```



The following is a quantum chemistry calculation of a 2-piece molecular cluster, C7H14N2 overall, from the Open Molecules 2025 dataset.

The energy above the lowest of the compared OMol25 structures with the same formula, charge and spin comes out at 15.6 kcal/mol. Its spin multiplicity is 1. The lowest unoccupied orbital energy comes out at 0.915 eV. Its strongest force on any atom is 2.7 eV/Å. The calculated total energy comes out at -384.60703 hartree. As for the total charge: 0. For the HOMO-LUMO gap, the calculation gives 9.502 eV.

Structure (XYZ):
```
23
C7H14N2, DFT ωB97M-V/def2-TZVPD
C -0.54413 -1.24334 -1.50826
C -1.20319 -1.83893 -0.32986
C -2.49100 -1.56240 0.11564
N -2.55366 -2.27112 1.31712
C -1.36744 -2.87436 1.54727
N -0.50698 -2.54784 0.61725
H -0.91522 -1.58005 -2.47804
H 0.45587 -1.65703 -1.71377
H -0.58361 -0.14283 -1.44058
H -3.37255 -1.26119 -0.40786
H -3.42448 -2.44709 1.79098
H -1.24630 -3.39238 2.48394
C 0.83096 2.85551 -0.68831
C 1.27098 2.02220 0.47783
C 2.57381 1.26798 0.29031
H 0.78531 2.34668 -1.65126
H 1.60406 3.69044 -0.79064
H -0.04776 3.45469 -0.52407
H 1.34640 2.60872 1.39902
H 0.54142 1.19777 0.71617
H 2.69178 0.60561 -0.56863
H 3.34988 2.01752 0.11425
H 2.80584 0.75143 1.23152
```